Here is a molecular structure, C30H75N5O16V2 from the OMol25 dataset. Energies are from ωB97M-V/def2-TZVPD.

As for the spin multiplicity: 3. The value obtained for the largest force on an atom is 14.235 eV/A. The value obtained for the HOMO energy (alpha / beta) is -8.668 / -8.669 eV. The calculation puts the frontier orbital gap (alpha / beta) at 0.326 / 0.328 hartree. For the LUMO energy (alpha / beta), the calculation gives 0.204 / 0.246 eV. The electronic energy comes out at -123907.4674 eV.

Geometry (Å):
O (2.68, -0.76, 3.35)
V (1.59, -1.58, 2.49)
O (1.12, -1.68, -2.13)
V (1.86, -1.08, -0.93)
C (0.01, -0.27, 0.75)
O (0.31, 0.07, 1.88)
O (0.33, 0.38, -0.32)
O (0.27, -1.50, 0.61)
C (3.20, -2.75, 0.67)
O (2.97, -2.87, -0.53)
O (2.66, -3.26, 1.59)
O (3.14, -1.57, 0.90)
C (-1.59, 4.63, 3.29)
C (-1.87, 3.44, 2.41)
C (-1.51, 3.65, 0.91)
O (-1.03, 2.40, 2.95)
H (-2.09, 5.53, 2.93)
H (-0.54, 4.82, 3.49)
H (-2.10, 4.42, 4.23)
H (-2.93, 3.21, 2.46)
H (-0.70, 4.36, 0.77)
H (-2.36, 3.93, 0.30)
H (-1.00, 2.77, 0.51)
H (-0.72, 1.69, 2.39)
C (-2.42, 0.85, 5.74)
C (-0.91, 0.63, 6.01)
C (-0.64, -0.44, 7.04)
O (-0.40, 0.13, 4.81)
H (-2.94, -0.10, 5.63)
H (-2.63, 1.42, 4.84)
H (-2.85, 1.38, 6.59)
H (-0.54, 1.57, 6.43)
H (-1.23, -0.23, 7.93)
H (0.41, -0.57, 7.29)
H (-1.07, -1.34, 6.60)
H (-0.39, 0.89, 4.21)
C (-1.12, 6.06, -3.15)
O (0.16, 5.66, -2.71)
C (0.33, 4.49, -1.92)
C (1.54, 3.52, -2.14)
N (1.81, 2.83, -3.40)
C (0.71, 1.89, -3.80)
C (1.17, 0.88, -4.87)
O (1.99, -0.21, -4.39)
C (2.35, -1.20, -5.34)
H (-1.64, 5.21, -3.59)
H (-0.98, 6.96, -3.75)
H (-1.54, 6.27, -2.17)
H (-0.60, 3.93, -1.86)
H (0.41, 4.73, -0.86)
H (1.43, 2.74, -1.39)
H (2.38, 4.13, -1.81)
H (1.87, 3.57, -4.09)
H (-0.12, 2.49, -4.17)
H (0.28, 1.41, -2.92)
H (1.71, 1.47, -5.61)
H (0.36, 0.40, -5.41)
H (3.03, -1.82, -4.76)
H (2.99, -0.88, -6.16)
H (1.53, -1.84, -5.68)
C (5.30, -0.50, -2.46)
C (4.50, 0.63, -1.76)
C (5.04, 2.01, -2.09)
O (4.52, 2.90, -1.10)
C (5.09, 4.21, -1.30)
N (3.11, 0.34, -1.98)
H (4.95, -0.68, -3.48)
H (5.17, -1.44, -1.93)
H (6.36, -0.26, -2.52)
H (4.51, 0.61, -0.67)
H (4.64, 2.28, -3.06)
H (6.12, 1.95, -2.21)
H (5.24, 4.64, -2.29)
H (6.12, 4.11, -0.95)
H (4.66, 4.91, -0.58)
H (2.70, 1.25, -1.80)
H (3.01, 0.36, -2.98)
C (-4.35, -3.53, 0.44)
C (-2.84, -3.99, 0.58)
C (-2.13, -4.49, -0.69)
O (-2.31, -3.65, -1.86)
C (-1.64, -4.18, -3.04)
N (-2.10, -2.89, 1.26)
H (-4.32, -2.72, -0.29)
H (-4.74, -3.28, 1.42)
H (-4.97, -4.30, 0.00)
H (-2.85, -4.88, 1.21)
H (-2.54, -5.43, -1.05)
H (-1.07, -4.61, -0.45)
H (-0.55, -4.16, -3.06)
H (-2.06, -3.51, -3.79)
H (-1.96, -5.18, -3.31)
H (-1.13, -2.76, 0.98)
H (-2.25, -2.05, 0.72)
C (-3.33, -0.85, -4.14)
C (-2.92, 0.32, -3.33)
C (-3.87, 0.75, -2.29)
O (-5.19, 1.05, -2.77)
C (-5.23, 2.36, -3.26)
N (-1.73, -0.11, -2.72)
H (-4.12, -0.60, -4.85)
H (-3.71, -1.72, -3.59)
H (-2.50, -1.20, -4.75)
H (-2.58, 1.19, -3.90)
H (-3.47, 1.53, -1.64)
H (-4.08, -0.06, -1.59)
H (-5.47, 3.13, -2.52)
H (-6.09, 2.40, -3.93)
H (-4.40, 2.72, -3.88)
H (-1.58, 0.17, -1.76)
H (-1.64, -1.11, -2.72)
C (0.27, -4.89, 3.38)
C (-0.03, -3.82, 4.36)
C (1.08, -3.85, 5.48)
O (2.19, -3.28, 4.87)
C (3.42, -3.81, 5.13)
N (-0.21, -2.59, 3.57)
H (0.23, -5.85, 3.89)
H (1.24, -4.87, 2.89)
H (-0.41, -4.97, 2.53)
H (-1.03, -3.98, 4.76)
H (1.22, -4.92, 5.61)
H (0.80, -3.40, 6.44)
H (3.44, -4.89, 4.98)
H (3.72, -3.45, 6.11)
H (4.07, -3.39, 4.36)
H (-0.46, -1.83, 4.19)
H (-1.02, -2.76, 2.99)

Atom charges from the Mulliken analysis, given in e for atoms 1 to 99: atom 1 (O): -0.375, atom 2 (V): 1.249, atom 3 (O): -0.378, atom 4 (V): 0.689, atom 5 (C): 1.848, atom 6 (O): -1.556, atom 7 (O): -0.465, atom 8 (O): -0.494, atom 9 (C): 1.211, atom 10 (O): -0.764, atom 11 (O): -0.722, atom 12 (O): -0.715, atom 13 (C): -1.695, atom 14 (C): 0.780, atom 15 (C): -0.875, atom 16 (O): -0.366, atom 17 (H): 0.396, atom 18 (H): 0.331, atom 19 (H): 0.447, atom 20 (H): 0.231, atom 21 (H): 0.235, atom 22 (H): 0.433, atom 23 (H): -0.151, atom 24 (H): 0.250, atom 25 (C): -1.241, atom 26 (C): 0.433, atom 27 (C): -1.357, atom 28 (O): -0.314, atom 29 (H): 0.301, atom 30 (H): 0.170, atom 31 (H): 0.436, atom 32 (H): 0.392, atom 33 (H): 0.473, atom 34 (H): 0.319, atom 35 (H): 0.169, atom 36 (H): 0.152, atom 37 (C): -0.676, atom 38 (O): -0.488, atom 39 (C): -0.619, atom 40 (C): 0.232, atom 41 (N): -0.089, atom 42 (C): -0.114, atom 43 (C): -1.181, atom 44 (O): -0.274, atom 45 (C): -0.998, atom 46 (H): 0.191, atom 47 (H): 0.246, atom 48 (H): 0.360, atom 49 (H): 0.341, atom 50 (H): 0.349, atom 51 (H): -0.176, atom 52 (H): 0.040, atom 53 (H): 0.435, atom 54 (H): 0.665, atom 55 (H): -0.156, atom 56 (H): 0.372, atom 57 (H): 0.448, atom 58 (H): 0.317, atom 59 (H): 0.297, atom 60 (H): 0.292, atom 61 (C): -1.352, atom 62 (C): 0.126, atom 63 (C): -0.758, atom 64 (O): -0.268, atom 65 (C): -1.094, atom 66 (N): 0.590, atom 67 (H): 0.222, atom 68 (H): 0.226, atom 69 (H): 0.499, atom 70 (H): 0.396, atom 71 (H): 0.263, atom 72 (H): 0.584, atom 73 (H): 0.369, atom 74 (H): 0.428, atom 75 (H): 0.290, atom 76 (H): 0.129, atom 77 (H): 0.017, atom 78 (C): -1.328, atom 79 (C): 0.218, atom 80 (C): -0.892, atom 81 (O): -0.101, atom 82 (C): -0.840, atom 83 (N): -0.524, atom 84 (H): 0.141, atom 85 (H): 0.386, atom 86 (H): 0.431, atom 87 (H): 0.329, atom 88 (H): 0.597, atom 89 (H): 0.342, atom 90 (H): 0.257, atom 91 (H): 0.189, atom 92 (H): 0.422, atom 93 (H): -0.172, atom 94 (H): 0.124, atom 95 (C): -1.771, atom 96 (C): 1.338, atom 97 (C): -0.654, atom 98 (O): -0.457, atom 99 (C): -0.730